A 10-piece molecular cluster, C30H83N15O10 overall at a distorted geometry. Source: the Open Molecules 2025 dataset; level of theory: ωB97M-V/def2-TZVPD.

Each line ends with the Löwdin charge.
Cartesian coordinates (Å):
C -4.99150 -4.21039 -0.79428  -0.0374
C -4.36216 -4.98440 0.35761  -0.4942
C -5.35266 -5.08113 1.52975  -0.0175
C -4.05059 -6.37246 -0.23154  -0.1416
C -3.02141 -7.20651 0.53255  -0.1879
C -1.79593 -6.38183 0.79628  -0.1654
C -2.00970 -5.01719 1.45665  -0.5003
C -2.35388 -5.15571 2.99672  -0.0069
C -0.72871 -4.22200 1.33417  -0.0516
N -3.06635 -4.33522 0.70034  -0.1087
O -3.25168 -3.02073 1.17928  -0.0264
H -6.01698 -4.55721 -0.92456  0.0926
H -4.95013 -3.13019 -0.64973  0.0750
H -4.42938 -4.36413 -1.71184  0.0659
H -6.17194 -5.75242 1.27675  0.0841
H -4.84696 -5.51890 2.39066  0.0644
H -5.66769 -4.07605 1.80459  0.0885
H -4.94559 -7.00026 -0.16591  0.1168
H -3.73300 -6.42059 -1.27480  0.1148
H -3.47611 -7.58560 1.45110  0.1121
H -2.70969 -8.04597 -0.09148  0.1148
H -1.14760 -6.31158 -0.08463  0.1187
H -1.15023 -7.03612 1.39891  0.1228
H -2.50966 -6.19705 3.27447  0.0757
H -3.18477 -4.50456 3.26193  0.0707
H -1.54389 -4.76750 3.61812  0.0735
H 0.06830 -4.86059 1.72237  0.0915
H -0.84097 -3.27463 1.85635  0.0825
H -0.44131 -4.07348 0.28903  0.0711
H -3.17984 -2.40638 0.42748  0.0493
C 0.20291 2.05207 -2.78893  -0.1281
O 1.06221 2.58373 -3.76474  -0.2036
C 0.48453 3.71701 -4.41653  -0.1904
C 1.43992 4.36549 -5.41997  -0.4315
C 0.91040 5.61798 -6.13402  -0.0690
N 1.80852 3.33628 -6.41588  0.0444
H 0.81081 1.27794 -2.32133  0.0590
H -0.75786 1.65577 -3.13331  0.0889
H -0.07474 2.76820 -2.00498  0.0851
H -0.43090 3.44606 -4.94849  0.1366
H 0.30601 4.46124 -3.63551  0.1270
H 2.29965 4.74754 -4.85594  0.1302
H -0.01284 5.38258 -6.67303  0.0760
H 1.61913 5.93370 -6.89699  0.0736
H 0.61608 6.43079 -5.46971  0.0739
H 2.76853 3.46245 -6.72522  0.0768
H 1.88734 2.48619 -5.85842  0.0396
C 1.89410 -1.26864 -2.67905  -0.0908
O 1.69981 -1.60630 -4.04153  -0.1977
C 1.10744 -0.62130 -4.86372  -0.2197
C 0.99608 -1.03901 -6.34402  -0.4034
C 0.25295 0.05699 -7.10553  -0.0613
N 0.20955 -2.28978 -6.39245  0.0338
H 2.28695 -2.14827 -2.17093  0.0925
H 0.90390 -1.06425 -2.25699  0.0755
H 2.61305 -0.45560 -2.56252  0.0739
H 0.12374 -0.32895 -4.47639  0.1123
H 1.78326 0.24310 -4.81979  0.1167
H 1.98553 -1.21466 -6.76217  0.1422
H 0.27652 -0.20766 -8.16719  0.0787
H 0.75129 1.02621 -7.09758  0.0524
H -0.80849 0.15328 -6.87836  0.0790
H 0.74424 -2.88674 -5.75326  0.0636
H -0.61105 -2.21168 -5.79056  0.0490
C 2.33274 -0.97225 1.49389  -0.0608
O 2.70916 -0.00420 0.48074  -0.2514
C 4.09610 0.17359 0.31078  -0.1829
C 4.21749 1.41569 -0.64325  -0.4272
C 5.61667 1.60291 -1.15611  -0.0625
N 3.68533 2.60527 0.01510  0.0554
H 3.02358 -1.81361 1.40393  0.0934
H 1.37048 -1.33262 1.13023  0.0776
H 2.25295 -0.69488 2.54402  0.0796
H 4.69572 0.30540 1.21565  0.1335
H 4.53895 -0.68915 -0.20148  0.1232
H 3.56873 1.16972 -1.49047  0.1115
H 5.72529 2.45038 -1.83597  0.0800
H 5.94793 0.67707 -1.62898  0.0814
H 6.38505 1.81436 -0.40584  0.0874
H 3.98215 3.42985 -0.49773  0.0811
H 2.67325 2.66904 -0.00852  0.0636
C 3.10958 -0.37103 6.20303  -0.1067
O 1.80212 -0.14006 6.66060  -0.1812
C 1.09079 0.76123 5.82327  -0.2198
C -0.40643 0.69905 6.05244  -0.4188
C -1.07237 1.52546 4.95663  -0.0627
N -0.81664 1.18541 7.40104  0.0399
H 3.59319 -1.06725 6.88570  0.0905
H 3.68944 0.54095 6.03779  0.0754
H 3.04938 -0.89734 5.23849  0.0797
H 1.47444 1.78584 5.85876  0.1171
H 1.23907 0.40503 4.79321  0.1154
H -0.76880 -0.32795 5.97795  0.1392
H -1.04741 0.97755 4.00909  0.0655
H -0.45482 2.38357 4.66517  0.0547
H -2.10364 1.82478 5.12491  0.0850
H -0.57788 2.17796 7.41795  0.0665
H -0.04611 0.78474 7.94328  0.0604
N -3.15562 3.98539 -0.59602  0.1469
C -4.00545 3.10193 -1.16275  -0.7065
N -4.12203 1.99877 -0.39441  0.1703
O -4.49832 3.30310 -2.27375  -0.0035
H -3.08168 4.81832 -1.15689  0.1025
H -2.73497 3.91127 0.31126  0.0692
H -3.62075 2.05859 0.47760  0.0712
H -4.63036 1.20576 -0.73557  0.0987
N 0.57105 1.54317 1.49181  0.2022
C -0.71062 1.47787 1.12391  -0.6375
N -0.90193 0.51253 0.16283  0.1927
O -1.64604 2.14345 1.58512  -0.0264
H 1.29431 0.97474 1.04766  0.0565
H 0.77288 2.29786 2.15248  0.0651
H -0.05254 0.09641 -0.16859  0.0677
H -1.79407 0.07570 -0.01402  0.0638
N 3.95902 2.91105 3.25370  0.1655
C 4.89932 3.18608 4.18742  -0.6731
N 4.38119 3.23574 5.46520  0.1406
O 6.11890 3.11905 4.00218  -0.0093
H 4.19438 2.73093 2.28945  0.0649
H 2.99568 3.06298 3.52230  0.0332
H 4.98280 3.44601 6.23696  0.0996
H 3.42390 2.94947 5.52239  0.0574
N 1.09636 5.79589 3.60312  0.1676
C 0.71275 4.59947 3.07620  -0.6106
N -0.41579 4.70928 2.31680  0.1864
O 1.25610 3.54325 3.42364  -0.0437
H 0.61217 6.64423 3.39293  0.0956
H 1.93406 5.84262 4.15805  0.1101
H -0.80353 3.79746 2.06625  0.0599
H -0.83156 5.60028 2.15774  0.0993
N -2.74475 -1.10841 -3.32643  0.1933
C -2.61196 -1.67332 -2.11765  -0.6319
N -2.11940 -2.95019 -2.13117  0.1836
O -3.00074 -1.19232 -1.03790  -0.0294
H -2.44903 -1.68213 -4.09060  0.0910
H -3.35492 -0.31039 -3.39093  0.1249
H -1.86142 -3.33863 -3.01982  0.0977
H -1.91950 -3.46883 -1.28711  0.0792

Forces on atoms 1 to 6 (eV/Å):
C 0.12 0.47 -0.06
C 0.61 -0.27 -0.40
C 0.88 -0.16 0.10
C -0.12 -1.62 0.67
C -0.32 0.72 -0.30
C 1.22 -0.85 0.62

Calculated values
ΔE to the lowest compared entry with this formula, charge and spin   0.00 kJ/mol
E_tot   -75284.9495 eV
Max |F|   0.0544 hartree/bohr
E_HOMO   -8.351 eV
Gap between HOMO and LUMO   8.5 eV